{
  "formula": "C5H8O",
  "method": "the ωB97M-V functional and the def2-TZVPD basis",
  "elements": ["C", "C", "O", "C", "C", "C", "H", "H", "H", "H", "H", "H", "H", "H"],
  "coordinates": [[-0.162, -0.523, -1.359], [0.349, 0.707, -1.445], [0.621, 1.502, -0.390], [0.656, 0.845, 0.888], [-0.500, -0.057, 1.098], [-0.502, -1.116, -0.034], [-0.271, -1.121, -2.279], [0.739, 1.221, -2.362], [1.612, 0.294, 0.891], [0.665, 1.644, 1.667], [-0.450, -0.480, 2.083], [-1.422, 0.546, 1.079], [0.141, -1.937, 0.260], [-1.477, -1.523, -0.099]],
  "nbo_charge": [-0.327, 0.139, -0.510, -0.067, -0.428, -0.431, 0.219, 0.195, 0.173, 0.195, 0.216, 0.207, 0.206, 0.212],
  "mol_weight_g_mol": 84.12,
  "smiles": "C1=COCCC1",
  "homo_ev": -8.51,
  "homo_lumo_gap_ev": 9.6
}



{
  "formula": "C27H39FN6O4P",
  "method": "the ωB97M-V functional and the def2-TZVPD basis",
  "elements": ["F", "C", "O", "P", "O", "O", "C", "O", "C", "H", "H", "H", "H", "H", "H", "H", "H", "H", "N", "C", "C", "C", "C", "H", "H", "H", "H", "H", "N", "C", "C", "C", "C", "H", "H", "H", "H", "H", "N", "C", "C", "C", "C", "H", "H", "H", "H", "H", "N", "C", "C", "C", "C", "H", "H", "H", "H", "H", "N", "C", "C", "C", "C", "H", "H", "H", "H", "H", "N", "C", "C", "C", "C", "H", "H", "H", "H", "H"],
  "coordinates": [[0.193, 0.712, -0.246], [0.086, -5.747, 3.667], [-1.019, -4.911, 3.376], [-0.862, -3.319, 3.558], [-0.571, -2.942, 4.945], [-2.192, -2.782, 2.881], [-2.457, -3.179, 1.520], [0.318, -2.975, 2.496], [0.738, -1.611, 2.486], [1.044, -5.220, 3.672], [0.186, -6.584, 2.981], [-0.034, -6.110, 4.692], [-1.579, -3.558, 0.999], [-2.717, -2.268, 0.977], [-3.285, -3.879, 1.468], [0.407, -1.041, 3.358], [0.358, -1.061, 1.621], [1.825, -1.520, 2.491], [-1.935, -0.845, -1.136], [-1.690, -2.055, -1.728], [-2.911, -2.561, -2.114], [-3.900, -1.643, -1.741], [-3.268, -0.532, -1.209], [-1.169, -0.238, -0.851], [-0.687, -2.449, -1.720], [-3.078, -3.487, -2.644], [-4.969, -1.761, -1.823], [-3.575, 0.438, -0.854], [2.156, -1.234, -1.293], [2.800, -2.153, -0.527], [3.846, -2.692, -1.246], [3.669, -2.196, -2.567], [2.664, -1.251, -2.567], [1.472, -0.566, -0.951], [2.533, -2.256, 0.512], [4.637, -3.333, -0.899], [4.318, -2.372, -3.413], [2.341, -0.623, -3.377], [-1.610, 1.556, 1.835], [-2.093, 0.428, 2.428], [-2.692, 0.797, 3.605], [-2.709, 2.196, 3.634], [-2.044, 2.670, 2.519], [-1.145, 1.548, 0.937], [-1.972, -0.554, 2.013], [-3.108, 0.169, 4.376], [-3.179, 2.791, 4.403], [-1.894, 3.675, 2.167], [2.695, 1.699, 0.766], [3.880, 1.036, 0.820], [4.818, 1.882, 1.367], [4.176, 3.099, 1.628], [2.844, 2.951, 1.291], [1.833, 1.302, 0.399], [3.940, 0.061, 0.360], [5.876, 1.730, 1.514], [4.631, 4.011, 1.981], [2.061, 3.683, 1.362], [0.290, 1.119, -3.225], [-0.503, 0.628, -4.211], [0.077, 1.055, -5.403], [1.159, 1.881, -5.083], [1.299, 1.900, -3.702], [0.211, 0.997, -2.219], [-1.364, 0.026, -3.976], [-0.153, 0.739, -6.409], [1.810, 2.451, -5.728], [1.945, 2.421, -3.017], [-0.675, 3.239, -0.912], [-1.738, 3.316, -1.786], [-2.140, 4.651, -1.803], [-1.356, 5.337, -0.884], [-0.516, 4.438, -0.272], [-0.205, 2.375, -0.630], [-2.157, 2.409, -2.187], [-2.883, 5.079, -2.455], [-1.385, 6.406, -0.729], [0.280, 4.607, 0.431]],
  "lowdin_charge": [-0.486, -0.116, -0.219, 0.395, -0.225, -0.214, -0.081, -0.230, -0.115, 0.084, 0.085, 0.088, 0.085, 0.061, 0.095, 0.088, 0.068, 0.082, 0.008, -0.147, -0.132, -0.128, -0.134, 0.075, 0.108, 0.086, 0.085, 0.105, 0.021, -0.165, -0.107, -0.125, -0.121, 0.086, 0.087, 0.082, 0.082, 0.091, 0.032, -0.147, -0.113, -0.133, -0.121, 0.080, 0.072, 0.093, 0.083, 0.091, 0.026, -0.136, -0.127, -0.133, -0.135, 0.087, 0.089, 0.083, 0.083, 0.082, -0.008, -0.124, -0.122, -0.131, -0.136, 0.082, 0.099, 0.082, 0.083, 0.112, 0.013, -0.116, -0.120, -0.139, -0.150, 0.070, 0.093, 0.084, 0.087, 0.086],
  "mol_weight_g_mol": 561.62,
  "total_charge": -1,
  "homo_ev": -5.62,
  "homo_lumo_gap_ev": 8.3
}



{
  "formula": "CH4FOP",
  "method": "the ωB97M-V functional and the def2-TZVPD basis",
  "elements": ["O", "C", "P", "F", "H", "H", "H", "H"],
  "coordinates": [[-0.382, 0.738, -1.646], [-0.130, 0.342, -0.090], [1.550, -0.476, 0.198], [1.172, -2.044, -0.123], [-0.196, -0.099, -2.213], [-0.102, 1.187, 0.506], [-0.862, -0.246, 0.368], [1.325, -0.585, 1.712]],
  "nbo_charge": [-0.737, -0.388, 0.921, -0.587, 0.472, 0.202, 0.199, -0.082],
  "mol_weight_g_mol": 82.01,
  "smiles": "OCPF",
  "homo_ev": -10.02,
  "homo_lumo_gap_ev": 10.6
}



{
  "formula": "ClH2O2PS",
  "method": "the ωB97M-V functional and the def2-TZVPD basis",
  "elements": ["O", "P", "O", "S", "H", "Cl", "H"],
  "coordinates": [[2.453, 0.565, 1.039], [3.360, -0.014, 0.063], [2.460, -1.045, -0.811], [5.220, 0.144, -0.275], [1.467, -1.111, -0.474], [-1.388, -0.923, 0.343], [-0.743, -0.304, 1.191]],
  "nbo_charge": [-1.027, 1.885, -0.985, -0.420, 0.543, -0.259, 0.263],
  "mol_weight_g_mol": 132.51,
  "smiles": "O=P(O)=S.Cl",
  "homo_ev": -10.53,
  "homo_lumo_gap_ev": 10.3
}



{
  "formula": "H2",
  "method": "the ωB97M-V functional and the def2-TZVPD basis",
  "elements": ["H", "H"],
  "coordinates": [[0.000, 0.000, 1.412], [0.000, 0.000, -1.412]],
  "lowdin_charge": [0.000, 0.000],
  "mol_weight_g_mol": 2.02,
  "homo_ev": -9.37,
  "homo_lumo_gap_ev": 5.6
}



{
  "formula": "C24H32F5GeIrO2S2",
  "method": "the ωB97M-V functional and the def2-TZVPD basis",
  "elements": ["Ir", "F", "C", "C", "F", "C", "F", "C", "S", "C", "F", "C", "F", "C", "Ge", "C", "C", "C", "H", "H", "H", "H", "H", "H", "H", "H", "H", "H", "C", "C", "C", "S", "O", "C", "C", "C", "H", "H", "H", "H", "H", "H", "H", "H", "H", "H", "H", "H", "H", "H", "C", "C", "O", "C", "C", "C", "C", "C", "C", "H", "H", "H", "H", "H", "H", "H", "H"],
  "coordinates": [[-0.506, -0.015, -1.385], [-7.008, 1.088, -2.998], [-5.735, 0.725, -3.072], [-4.886, 0.938, -2.002], [-5.333, 1.506, -0.883], [-3.564, 0.563, -2.114], [-2.752, 0.808, -1.049], [-3.022, -0.006, -3.246], [-1.308, -0.419, -3.461], [-3.902, -0.214, -4.303], [-3.467, -0.764, -5.434], [-5.238, 0.138, -4.224], [-6.047, -0.077, -5.254], [4.172, 0.505, -1.365], [2.621, 0.131, -2.483], [1.877, 1.771, -3.196], [2.965, -1.204, -3.848], [1.272, -0.795, -1.324], [4.988, 0.900, -1.971], [4.529, -0.400, -0.871], [3.922, 1.246, -0.605], [2.677, 2.488, -3.393], [1.181, 2.219, -2.489], [1.345, 1.580, -4.127], [3.777, -0.896, -4.507], [2.070, -1.352, -4.453], [3.240, -2.156, -3.391], [1.214, -1.861, -1.566], [-1.737, 1.049, 4.629], [-2.502, 1.623, 3.440], [-1.599, 2.200, 2.352], [-0.441, 0.963, 1.729], [-0.329, 1.322, 0.232], [1.119, 1.507, 2.486], [1.913, 2.481, 1.618], [1.445, 3.928, 1.706], [-2.423, 0.747, 5.419], [-1.053, 1.787, 5.056], [-1.156, 0.165, 4.350], [-3.153, 2.428, 3.781], [-3.144, 0.857, 3.000], [-1.037, 3.063, 2.706], [-2.157, 2.476, 1.457], [1.687, 0.593, 2.663], [0.846, 1.926, 3.457], [1.860, 2.147, 0.581], [2.957, 2.403, 1.929], [0.456, 4.057, 1.264], [2.127, 4.580, 1.162], [1.413, 4.276, 2.741], [3.210, -1.763, 1.712], [1.934, -1.715, 0.943], [1.821, -0.722, 0.172], [0.923, -2.754, 1.078], [1.261, -3.964, 1.696], [0.345, -4.998, 1.738], [-0.914, -4.823, 1.175], [-1.283, -3.606, 0.611], [-0.375, -2.568, 0.585], [3.733, -0.815, 1.606], [3.830, -2.550, 1.272], [3.063, -2.000, 2.764], [2.252, -4.113, 2.104], [0.611, -5.940, 2.196], [-1.621, -5.643, 1.187], [-2.277, -3.462, 0.210], [-0.686, -1.590, 0.207]],
  "nbo_charge": [0.525, -0.270, 0.275, 0.317, -0.291, 0.282, -0.316, -0.292, -0.041, 0.342, -0.281, 0.283, -0.271, -1.088, 1.604, -1.095, -1.089, -0.489, 0.246, 0.220, 0.228, 0.240, 0.241, 0.249, 0.247, 0.244, 0.231, 0.188, -0.619, -0.410, -0.581, 1.205, -0.976, -0.577, -0.419, -0.614, 0.238, 0.206, 0.198, 0.232, 0.216, 0.237, 0.266, 0.226, 0.243, 0.233, 0.222, 0.210, 0.233, 0.207, -0.725, 0.690, -0.498, -0.247, -0.119, -0.218, -0.137, -0.162, -0.124, 0.259, 0.274, 0.253, 0.224, 0.238, 0.234, 0.230, 0.212],
  "mol_weight_g_mol": 776.47,
  "multiplicity": 2,
  "total_charge": 1,
  "homo_ev": [-10.41, -10.68],
  "homo_lumo_gap_ev": [6.1, 6.4]
}



{
  "formula": "C48H53BrCl3N5O7RbTe",
  "method": "the ωB97M-V functional and the def2-TZVPD basis",
  "elements": ["Rb", "C", "N", "C", "C", "O", "C", "O", "C", "C", "O", "N", "C", "C", "H", "H", "H", "H", "H", "H", "H", "H", "H", "H", "H", "H", "H", "H", "H", "H", "C", "C", "C", "C", "C", "Br", "N", "C", "H", "H", "H", "H", "H", "H", "Cl", "C", "C", "C", "Cl", "C", "C", "C", "C", "N", "C", "C", "O", "H", "H", "H", "H", "O", "C", "O", "H", "H", "Cl", "C", "H", "H", "C", "C", "C", "C", "C", "C", "Te", "N", "C", "O", "C", "C", "C", "C", "C", "C", "C", "C", "C", "C", "C", "C", "C", "C", "C", "C", "H", "H", "H", "H", "H", "H", "H", "H", "H", "H", "H", "H", "H", "H", "H", "H", "H", "H", "H", "H", "H", "H", "H"],
  "coordinates": [[-0.958, -0.816, 2.184], [-4.513, -3.715, -0.542], [-3.916, -2.439, -0.351], [-3.835, -1.535, -1.550], [-3.717, -1.914, 0.865], [-3.384, -0.761, 1.117], [-4.016, -2.701, 2.166], [-3.051, -2.381, 3.141], [-2.613, -3.334, 4.082], [-1.908, -2.512, 5.273], [-1.026, -1.713, 4.931], [-2.266, -2.805, 6.541], [-3.192, -3.801, 7.047], [-1.529, -2.111, 7.602], [-5.250, -3.880, 0.231], [-3.766, -4.489, -0.269], [-4.926, -3.854, -1.525], [-4.282, -0.557, -1.309], [-4.261, -2.022, -2.419], [-2.744, -1.278, -1.777], [-4.030, -3.810, 1.907], [-5.051, -2.402, 2.494], [-1.884, -3.976, 3.570], [-3.345, -3.973, 4.536], [-2.654, -4.278, 7.915], [-3.504, -4.551, 6.302], [-4.074, -3.322, 7.469], [-0.730, -1.543, 7.088], [-1.201, -2.940, 8.267], [-2.272, -1.433, 8.146], [-6.600, 1.025, 1.444], [-5.903, 2.133, 0.696], [-6.535, 2.804, -0.382], [-5.919, 3.765, -1.112], [-4.717, 4.271, -0.640], [-3.827, 5.590, -1.609], [-4.240, 3.842, 0.584], [-4.763, 2.693, 1.214], [-6.756, 1.187, 2.514], [-6.053, 0.055, 1.389], [-7.606, 0.984, 0.992], [-7.500, 2.502, -0.819], [-6.248, 4.114, -2.134], [-4.392, 2.497, 2.247], [-3.245, 4.100, 4.729], [-1.663, 3.559, 4.993], [-0.785, 4.292, 5.799], [0.579, 3.923, 5.853], [1.569, 5.034, 6.670], [1.067, 2.711, 5.279], [2.449, 2.288, 5.398], [2.811, 1.093, 4.818], [1.761, 0.328, 4.229], [0.543, 0.731, 4.013], [0.148, 1.868, 4.566], [-1.243, 2.298, 4.343], [-1.946, 1.881, 3.368], [-1.076, 5.134, 6.477], [3.096, 2.952, 5.923], [3.795, 0.608, 4.881], [2.030, -0.633, 3.891], [-1.056, 2.430, -2.098], [-0.245, 2.674, -1.339], [1.886, -1.186, 1.551], [2.668, -1.774, 1.625], [1.525, -1.288, 0.634], [-3.057, 6.246, 1.404], [-2.917, 4.489, 1.128], [-2.753, 4.061, 2.122], [-2.129, 4.226, 0.455], [4.711, 3.439, -7.913], [4.823, 2.409, -6.833], [5.226, 1.121, -7.092], [5.248, 0.056, -6.167], [6.027, -1.147, -6.466], [4.341, 0.219, -5.089], [4.120, -1.643, -3.786], [2.643, -1.150, -2.576], [1.385, -1.470, -2.209], [0.909, -1.042, -1.080], [0.449, -2.096, -3.244], [-0.788, -2.694, -2.841], [-1.714, -3.126, -3.804], [-1.378, -3.056, -5.150], [-0.200, -2.410, -5.555], [0.734, -1.979, -4.614], [5.178, -0.930, -1.984], [5.877, 0.275, -2.095], [6.481, 0.870, -1.046], [6.337, 0.259, 0.256], [5.592, -0.907, 0.367], [5.058, -1.523, -0.750], [4.585, -2.947, -0.625], [3.813, 1.478, -4.777], [2.811, 1.752, -3.678], [4.158, 2.566, -5.603], [3.946, 4.169, -7.717], [4.569, 3.055, -8.944], [5.632, 4.029, -7.943], [5.497, 0.827, -8.068], [6.825, -0.825, -7.178], [5.420, -1.925, -7.008], [6.598, -1.528, -5.643], [-1.049, -2.607, -1.815], [-2.525, -3.672, -3.409], [-2.091, -3.545, -5.900], [-0.032, -2.262, -6.621], [1.724, -1.629, -4.859], [5.968, 0.808, -3.052], [7.159, 1.733, -1.127], [6.748, 0.704, 1.146], [5.444, -1.354, 1.410], [4.777, -3.362, 0.344], [5.176, -3.628, -1.288], [3.520, -3.042, -0.918], [1.875, 1.212, -3.798], [2.573, 2.847, -3.557], [3.158, 1.462, -2.647], [3.807, 3.549, -5.278]],
  "lowdin_charge": [0.488, -0.101, -0.120, -0.002, -0.479, -0.092, -0.126, -0.245, -0.095, -0.373, -0.041, -0.163, -0.096, -0.038, 0.058, 0.086, 0.077, 0.089, 0.071, 0.097, 0.104, 0.134, 0.128, 0.065, 0.086, 0.060, 0.075, 0.090, 0.082, 0.112, -0.051, -0.276, -0.115, -0.173, -0.723, 0.740, -0.115, -0.006, 0.077, 0.073, 0.069, 0.098, 0.112, 0.133, 0.694, -0.644, -0.165, -0.693, 0.643, -0.160, -0.032, -0.045, -0.165, 0.034, -0.168, -0.380, -0.142, 0.101, 0.063, 0.100, 0.074, 0.011, 0.031, -0.167, 0.040, -0.015, 0.513, -0.518, 0.014, 0.046, -0.067, -0.276, -0.048, -0.343, -0.128, -0.272, 1.505, -0.296, -0.542, -0.098, -0.127, -0.025, -0.111, -0.113, -0.095, -0.070, -0.371, -0.170, -0.103, -0.081, -0.078, -0.347, -0.081, -0.290, -0.069, -0.018, 0.062, 0.084, 0.070, 0.097, 0.082, 0.099, 0.044, 0.083, 0.075, 0.114, 0.093, 0.011, 0.092, 0.097, 0.081, 0.127, 0.056, 0.082, 0.070, 0.068, 0.084, 0.087, 0.110],
  "mol_weight_g_mol": 1211.31,
  "multiplicity": 2,
  "total_charge": -2,
  "homo_ev": [1.39, -0.92],
  "homo_lumo_gap_ev": [1.7, 4.1]
}



{
  "formula": "C11H19NO5",
  "method": "the ωB97M-V functional and the def2-TZVPD basis",
  "elements": ["C", "C", "O", "C", "C", "O", "H", "H", "H", "H", "H", "H", "H", "H", "O", "C", "O", "C", "C", "O", "H", "H", "H", "H", "C", "C", "C", "C", "N", "H", "H", "H", "H", "H", "H", "H"],
  "coordinates": [[2.789, -1.550, 4.110], [3.248, -1.513, 2.606], [2.287, -0.799, 1.825], [2.580, -0.326, 0.612], [1.599, 0.666, 0.038], [3.680, -0.632, 0.091], [2.258, -0.621, 4.318], [3.656, -1.747, 4.740], [2.077, -2.326, 4.393], [4.260, -1.109, 2.584], [3.427, -2.490, 2.155], [2.053, 1.633, 0.256], [0.597, 0.572, 0.457], [1.428, 0.452, -1.017], [-1.951, -0.427, 1.149], [-1.816, -1.440, 0.443], [-1.691, -2.682, 0.850], [-1.680, -3.532, -0.297], [-1.712, -2.621, -1.469], [-2.039, -1.403, -0.890], [-0.764, -4.113, -0.397], [-2.571, -4.151, -0.190], [-2.504, -2.924, -2.154], [-0.692, -2.671, -1.850], [-1.292, 1.569, -1.363], [-0.972, 2.818, -2.300], [-2.119, 3.819, -2.470], [-2.241, 4.740, -1.318], [-2.305, 5.482, -0.411], [-0.514, 0.830, -1.558], [-2.323, 1.231, -1.463], [-1.146, 1.756, -0.299], [-0.744, 2.357, -3.262], [-0.011, 3.217, -1.975], [-3.114, 3.441, -2.706], [-1.737, 4.491, -3.237]],
  "nbo_charge": [-0.630, -0.073, -0.508, 0.791, -0.720, -0.627, 0.225, 0.214, 0.211, 0.195, 0.186, 0.253, 0.248, 0.231, -0.593, 0.963, -0.460, -0.098, -0.102, -0.484, 0.196, 0.194, 0.207, 0.182, -0.609, -0.389, -0.512, 0.287, -0.339, 0.199, 0.216, 0.222, 0.203, 0.219, 0.251, 0.250],
  "mol_weight_g_mol": 245.28,
  "smiles": "CCOC(C)=O.O=C1OCCO1.CCCC#N",
  "homo_ev": -10.21,
  "homo_lumo_gap_ev": 10.5
}



Relative energy (zero: lowest compared OMol25 entry of this formula, charge and spin) per entry: 23.2 7.4 48.4 29.5 158.4 24.2 122.7 0.0 kcal per mole